# 1
This record from the Open Molecules 2025 dataset describes the ion C6H17N2 with charge +1 at a distorted geometry. The level of theory is wB97M-V/def2-TZVPD.

The structure (SMILES) is CCC[C@@H]([NH3+])CNC. The calculation puts the energy relative to the best compared isomer or geometry (same formula, charge and spin) at 35.8 kJ/mol. The frontier orbital gap is 10.18 eV. Its HOMO energy is -13.423 eV.

Geometry as ORCA input:
```
! RIJCOSX wB97M-V def2-TZVPD def2/J DEFGRID3
* xyz 1 1
C 3.06168 -1.40214 0.36175
C 1.96696 -0.58288 -0.37577
C 0.57701 -1.13601 -0.13644
C -0.46257 -0.37285 -0.94702
N -1.80851 -1.07215 -0.78707
C -0.74251 1.03921 -0.51929
N -1.16639 1.08173 0.88305
C -1.84269 2.33062 1.21030
H 2.67373 -1.72561 1.32886
H 3.36971 -2.27363 -0.20046
H 3.91065 -0.77459 0.59721
H 2.07414 0.41032 0.06973
H 2.17100 -0.50344 -1.44151
H 0.28897 -1.13263 0.92242
H 0.47968 -2.18689 -0.44166
H -0.21486 -0.36828 -2.00307
H -2.15852 -0.78967 0.14267
H -1.78838 -2.08606 -0.87626
H -2.47990 -0.66122 -1.43887
H 0.11752 1.69963 -0.67897
H -1.49644 1.56246 -1.10902
H -0.36081 1.00384 1.49155
H -1.29652 3.21829 0.86921
H -2.01250 2.37106 2.27874
H -2.86046 2.35090 0.79992
*
```

The molecule's Mulliken atomic charges, reported in e, are given here: C -1.29; C -0.36; C -0.83; C 0.09; N -0.28; C -1.15; N -0.34; C -1.02; H 0.36; H 0.33; H 0.38; H 0.29; H 0.31; H 0.35; H 0.33; H 0.37; H 0.38; H 0.34; H 0.37; H 0.49; H 0.62; H 0.22; H 0.36; H 0.35; H 0.34

---

# 2
This record from the Open Molecules 2025 dataset describes a cluster of 3 separate species, C6H17N3 in total at a distorted geometry. The level of theory is wB97M-V/def2-TZVPD.

The calculation puts the energy relative to the best compared isomer or geometry (same formula, charge and spin) at 465.4 kJ/mol. The frontier orbital gap (spin up / spin down) is 7.80 / 7.53 eV. Its HOMO energy (spin up / spin down) is -6.829 / -6.544 eV.

Geometry as ORCA input:
```
! RIJCOSX wB97M-V def2-TZVPD def2/J DEFGRID3
* xyz 0 1
C 0.17384 0.94929 -0.32736
C 2.30124 0.70269 -0.07624
C -1.75734 -1.69753 -1.50864
C -2.10779 -1.39219 0.81752
C -0.32238 1.79791 0.81566
C 2.85378 0.01878 1.13918
N -1.71673 -0.75166 -0.41651
N 0.27567 -0.39400 -0.23127
N -0.01344 1.45414 -1.57932
H 0.31656 -0.67988 0.74097
H -0.62765 2.24442 -1.69429
H 0.00431 0.76615 -2.32008
H 2.61971 0.28632 -1.02760
H 2.41015 1.78667 -0.06506
H -1.43470 -1.22082 -2.44089
H -2.78178 -2.06990 -1.68506
H -1.12531 -2.58784 -1.34055
H -2.12831 -0.66580 1.63815
H -3.12832 -1.80888 0.75925
H -1.45005 -2.23592 1.10349
H 0.13179 1.48256 1.75566
H -0.11738 2.85921 0.65775
H -1.40132 1.64301 0.88864
H 3.93293 0.19413 1.24818
H 2.70855 -1.06385 1.08909
H 2.38397 0.38301 2.05935
*
```

The molecule's Mulliken atomic charges, reported in e, are given here: C 0.88; C -0.55; C -0.90; C -1.05; C -1.48; C -0.99; N -0.19; N -0.51; N -0.40; H 0.23; H 0.21; H 0.23; H 0.32; H 0.31; H 0.24; H 0.32; H 0.31; H 0.26; H 0.38; H 0.34; H 0.28; H 0.44; H 0.39; H 0.35; H 0.29; H 0.26

---

# 3
This record from the Open Molecules 2025 dataset describes a structure of composition C6H17N4 at a distorted geometry. The level of theory is wB97M-V/def2-TZVPD.

The calculation puts the energy relative to the best compared isomer or geometry (same formula, charge and spin) at 401.5 kJ/mol. The frontier orbital gap is 9.67 eV. Its HOMO energy is -13.500 eV.

Geometry as ORCA input:
```
! RIJCOSX wB97M-V def2-TZVPD def2/J DEFGRID3
* xyz 1 1
C -1.92879 -1.34388 0.94608
C -1.86838 1.03298 0.09059
C -1.15875 -0.85340 -1.45190
C 1.86797 1.27608 1.10391
C 1.26425 1.26755 -1.17894
C -1.19593 -0.38892 -0.00078
N 2.30409 -1.91402 -0.06437
N 2.63359 -0.78392 -0.16159
N 0.22938 -0.34460 0.41075
N 1.30416 0.42414 0.00244
H -2.82583 -1.89474 0.58280
H -1.13426 -2.23494 1.16563
H -2.15787 -0.95122 1.98024
H -1.48286 1.65322 -0.87851
H -1.70679 1.48015 1.07685
H -2.87573 0.83926 0.08783
H -0.65913 -0.09675 -2.15774
H -0.65001 -1.88044 -1.30569
H -2.24131 -1.02223 -1.74242
H 1.23004 1.68790 1.74587
H 2.42494 0.71320 1.89600
H 2.65109 1.94283 0.73000
H 0.88084 2.20051 -1.12597
H 2.27056 1.32997 -1.37042
H 0.89489 0.65147 -1.95118
H 1.36471 -2.19644 0.04496
H 0.56513 -0.59379 1.52555
*
```

The molecule's Mulliken atomic charges, reported in e, are given here: C -1.39; C -1.55; C -1.16; C -1.01; C -1.32; C 0.87; N -0.25; N 0.18; N -0.40; N 0.31; H 0.35; H 0.31; H 0.36; H 0.25; H 0.33; H 0.56; H 0.32; H 0.31; H 0.40; H 0.47; H 0.44; H 0.36; H 0.36; H 0.63; H 0.48; H 0.34; H 0.45

---

# 4
This record from the Open Molecules 2025 dataset describes a cluster of 2 separate species, C6H17N4 in total at a distorted geometry. The level of theory is wB97M-V/def2-TZVPD.

The calculation puts the energy relative to the best compared isomer or geometry (same formula, charge and spin) at 227.7 kJ/mol. The frontier orbital gap is 8.95 eV. Its HOMO energy is -12.363 eV.

Geometry as ORCA input:
```
! RIJCOSX wB97M-V def2-TZVPD def2/J DEFGRID3
* xyz 1 1
C 1.79931 -3.13764 0.29245
C -0.07418 1.39372 2.48817
C 0.73642 -1.93879 0.15306
C 0.99810 -0.99928 -1.02080
C 0.00460 0.17591 -1.19297
C 0.24945 1.17307 -2.17924
N -0.56848 1.22091 1.10950
N -0.66259 1.87185 -2.79003
N -2.67225 1.52155 1.50332
N -1.70288 1.26102 0.69901
H 2.84324 -2.77266 0.15641
H 1.48246 -3.61217 1.14618
H 1.65413 -3.72815 -0.59223
H 0.96125 1.25726 2.27594
H -0.56041 0.57979 3.18687
H -0.50237 2.37058 2.75771
H 0.84348 -1.21900 0.95080
H -0.32163 -2.35315 0.23034
H 0.89017 -1.57918 -1.92101
H 2.09467 -0.60859 -0.96227
H 0.19772 0.67128 -0.06423
H -1.01028 -0.26473 -0.99303
H 1.37575 1.18871 -2.33584
H -1.61842 1.62956 -2.58543
H -0.37106 2.16523 -3.70619
H -3.44789 1.81489 0.94558
H -2.61830 1.91802 2.44792
*
```

The molecule's Mulliken atomic charges, reported in e, are given here: C -1.25; C -0.97; C -0.32; C -0.71; C -0.31; C 0.02; N 0.10; N -0.32; N -0.61; N -0.02; H 0.32; H 0.43; H 0.32; H 0.42; H 0.27; H 0.37; H 0.19; H 0.31; H 0.37; H 0.35; H 0.38; H 0.29; H 0.32; H 0.27; H 0.29; H 0.25; H 0.24

---

# 5
This record from the Open Molecules 2025 dataset describes a cluster of 2 separate species, C6H17NO in total at a distorted geometry. The level of theory is wB97M-V/def2-TZVPD.

The calculation puts the energy relative to the best compared isomer or geometry (same formula, charge and spin) at 142.5 kJ/mol. The frontier orbital gap (spin up / spin down) is 12.21 / 7.11 eV. Its HOMO energy (spin up / spin down) is -14.873 / -14.863 eV.

Geometry as ORCA input:
```
! RIJCOSX wB97M-V def2-TZVPD def2/J DEFGRID3
* xyz 1 2
C -0.31853 -1.27310 -0.37067
N 0.67143 -0.34298 0.26170
C 2.06567 -0.18872 -0.35088
C 1.91157 0.39337 -1.70409
C -1.34757 -1.60552 0.69044
C -2.49124 0.60887 -0.22598
C -2.09832 -0.29639 0.99856
H -0.64890 -0.94658 -1.33037
H 0.36202 -2.21567 -0.52820
H 0.28800 0.59732 0.17121
H 2.70532 0.32101 0.33176
H 2.39035 -1.25017 -0.38902
H 1.51672 -0.34006 -2.43018
H 2.94305 0.44618 -2.12890
H 1.47851 1.38559 -1.83653
H -0.95256 -1.99226 1.63051
H -2.02589 -2.29666 0.22796
H -1.58571 1.25118 -0.40536
H -2.92989 0.19190 -1.11366
H -3.23488 1.31456 0.19588
H -1.70834 0.34740 1.79277
H -3.01112 -0.60056 1.58286
H 1.94941 2.74701 2.15481
H 2.40206 1.56703 1.34767
O 1.66883 2.17725 1.42772
*
```

The molecule's Mulliken atomic charges, reported in e, are given here: C -0.69; N 0.07; C -0.48; C -0.99; C -0.58; C -1.05; C -0.57; H 0.42; H 0.47; H 0.34; H 0.26; H 0.40; H 0.37; H 0.37; H 0.34; H 0.28; H 0.37; H 0.30; H 0.31; H 0.34; H 0.35; H 0.40; H 0.32; H 0.26; O -0.57

---

# 6
This record from the Open Molecules 2025 dataset describes a cluster of 2 separate species, C6H17NO2 in total at a distorted geometry. The level of theory is wB97M-V/def2-TZVPD.

The structure (SMILES) is CCCNCCCO.O. The calculation puts the energy relative to the best compared isomer or geometry (same formula, charge and spin) at 270.3 kJ/mol. The frontier orbital gap is 9.48 eV. Its HOMO energy is -8.744 eV.

Geometry as ORCA input:
```
! RIJCOSX wB97M-V def2-TZVPD def2/J DEFGRID3
* xyz 0 1
C 2.64271 0.00393 -0.78888
C 1.40090 -0.31437 -1.52578
C 0.48999 0.87443 -1.94669
N 0.21820 1.73059 -0.77507
C -1.07925 1.40354 -0.00168
C -1.00292 0.61726 1.31231
C -2.14418 -0.41786 1.37658
O -2.15388 -1.10706 0.14032
H 2.48634 -0.11202 0.32452
H 3.13897 0.96030 -0.94706
H 3.41276 -0.81138 -0.82020
H 0.80867 -1.10123 -0.84757
H 1.72848 -0.76619 -2.40664
H 0.93388 1.40267 -2.71277
H -0.48372 0.49017 -2.23658
H 0.98723 1.80748 -0.11865
H -1.41650 2.31494 0.43056
H -1.86267 0.94248 -0.70045
H -0.99210 1.26877 2.14803
H -0.13029 -0.05247 1.20948
H -2.14917 -1.24266 2.17585
H -3.13020 0.07076 1.18874
H -1.45020 -0.78309 -0.46132
O 1.30488 -2.13010 1.70603
H 0.91058 -2.07414 2.65738
H 0.62899 -1.53282 1.21614
*
```

The molecule's Mulliken atomic charges, reported in e, are given here: C -1.30; C 0.00; C -0.76; N -0.34; C -1.18; C 0.06; C -0.30; O -0.56; H 0.29; H 0.35; H 0.35; H -0.06; H 0.49; H 0.45; H 0.32; H 0.27; H 0.39; H 0.57; H 0.50; H -0.50; H 0.26; H 0.29; H 0.34; O -0.67; H 0.37; H 0.37

---

# 7
This record from the Open Molecules 2025 dataset describes a structure of composition C6H17NO2SSi at a distorted geometry. The level of theory is wB97M-V/def2-TZVPD.

The calculation puts the energy relative to the best compared isomer or geometry (same formula, charge and spin) at 136.7 kJ/mol. The frontier orbital gap is 9.41 eV. Its HOMO energy is -9.312 eV.

Geometry as ORCA input:
```
! RIJCOSX wB97M-V def2-TZVPD def2/J DEFGRID3
* xyz 0 1
C 0.02474 2.43440 0.47318
C 0.62220 -2.54667 -0.67491
C 0.45690 -0.87398 1.97857
C 2.70828 -0.42258 -0.22047
C 0.09666 1.85339 -0.97535
C -0.05217 0.38281 -0.92637
N -3.22140 0.52123 -0.79526
O -2.09886 0.71457 1.45224
O -2.20249 -1.58466 0.37115
Si 0.87885 -0.87233 0.08467
S -1.98592 -0.14762 0.26300
H 0.52179 3.36332 0.54781
H 0.30683 1.70090 1.21853
H -1.01018 2.63679 0.58406
H -0.27444 -3.25898 -0.36914
H 0.65689 -2.59789 -1.80737
H 1.54423 -3.10808 -0.48574
H -0.41401 -1.39855 2.19839
H 1.37389 -1.32396 2.44054
H 0.42273 0.17403 2.34524
H 2.79956 -0.09982 -1.21301
H 2.99450 0.28421 0.42747
H 3.24378 -1.33640 -0.09967
H -0.69107 2.48601 -1.57947
H 1.08217 2.09306 -1.42662
H -0.42672 -0.03446 -1.89153
H -3.39582 0.05277 -1.62918
H -3.96092 0.90849 -0.29073
*
```

The molecule's Mulliken atomic charges, reported in e, are given here: C -1.10; C -1.10; C -1.19; C -1.38; C -0.31; C -0.40; N -0.48; O -0.58; O -0.58; Si 0.58; S 0.84; H 0.38; H 0.09; H 0.39; H 0.27; H 0.34; H 0.35; H 0.44; H 0.35; H 0.37; H 0.39; H 0.36; H 0.39; H 0.20; H 0.32; H 0.60; H 0.20; H 0.23

---

# 8
This record from the Open Molecules 2025 dataset describes a cluster of 4 separate species, C6H17NO3 in total at a distorted geometry. The level of theory is wB97M-V/def2-TZVPD.

The structure (SMILES) is C=C/C=C/CCN.O.O.O. The calculation puts the energy relative to the best compared isomer or geometry (same formula, charge and spin) at 298.6 kJ/mol. The frontier orbital gap is 9.27 eV. Its HOMO energy is -8.853 eV.

Geometry as ORCA input:
```
! RIJCOSX wB97M-V def2-TZVPD def2/J DEFGRID3
* xyz 0 1
C -1.41820 -0.45021 2.48999
C -0.78089 -1.55608 2.12750
C -0.23566 -1.87014 0.80662
C -0.48207 -1.19183 -0.32265
C 0.45465 -1.32654 -1.47919
C 0.08359 -0.52385 -2.73876
N -0.41820 0.88379 -2.39834
H -1.55540 0.39079 1.84922
H -1.62629 -0.23904 3.54958
H -0.52974 -2.27454 2.89323
H 0.53478 -2.65438 0.89305
H -1.34021 -0.52540 -0.40099
H 1.45131 -1.07584 -1.13082
H 0.48172 -2.38381 -1.70561
H -0.65359 -0.93321 -3.40230
H 1.05025 -0.30299 -3.17434
H 0.26606 1.56858 -2.70291
H -1.23894 1.13135 -2.94352
O 2.46643 0.39458 2.86703
H 2.27473 -0.48835 2.52204
H 1.74737 0.37776 3.51200
O -1.73692 2.85599 -0.30226
H -1.55359 2.06767 -0.84159
H -0.89557 2.94404 0.16180
O 1.31068 2.15540 0.00177
H 1.78235 1.35070 0.25860
H 0.56135 1.67557 -0.38915
*
```

The molecule's Mulliken atomic charges, reported in e, are given here: C -0.74; C -0.35; C -0.27; C -0.28; C -0.56; C -0.81; N -0.47; H 0.19; H 0.28; H 0.33; H 0.32; H 0.51; H 0.32; H 0.45; H 0.38; H 0.30; H 0.26; H 0.25; O -0.63; H 0.31; H 0.32; O -0.68; H 0.35; H 0.34; O -0.67; H 0.33; H 0.22